[1]
The following is a quantum chemistry calculation of C18H20ClN2O2 as an isolated structure in a non-equilibrium geometry, from OMol25.

```
43
Properties=species:S:1:pos:R:3:forces:R:3:lowdin_charge:R:1
Cl 0.58178 -0.25103 1.65745 -1.544 1.226 -0.245 0.939
C 2.01247 -1.06797 1.42557 1.767 -1.564 -1.983 -0.648
C 2.55660 -1.63878 2.45190 4.172 -4.173 7.617 -0.115
C 3.76321 -2.51198 2.45273 -1.379 -0.093 2.670 -0.052
C 4.43514 -2.64504 1.33474 0.579 -3.061 -3.767 -0.137
C 3.83974 -2.24687 0.14418 0.521 0.721 -3.217 -0.032
C 2.69274 -1.51817 0.27760 -1.471 5.165 -5.460 -0.120
N 2.32926 -0.65440 -1.07291 0.980 -3.797 1.726 -0.110
C 1.94387 0.68610 -1.18351 -4.895 -2.889 1.045 -0.101
H 2.48533 1.18083 -1.81666 3.558 3.026 -3.571 0.065
C 0.40575 0.69646 -1.84550 3.067 5.187 13.334 -0.088
N -0.19366 -0.46714 -1.39341 -6.011 -2.579 6.422 -0.232
H -0.03327 -0.51116 -0.09433 -0.196 -0.189 -4.315 0.139
C 0.15713 -1.65680 -2.12959 2.936 -0.785 1.170 -0.079
C 1.83727 -1.44596 -2.11661 -2.808 -6.653 5.226 -0.151
H 2.04469 -1.23168 -3.02947 2.000 1.876 -5.770 0.049
H 2.14002 -2.56011 -1.90169 -0.024 2.159 -0.835 0.145
H -0.11701 -2.63830 -1.48686 0.257 2.379 -1.943 0.177
H -0.28552 -1.51142 -3.15517 0.432 -0.856 0.968 0.140
C -1.85625 -0.47431 -1.44185 3.064 9.280 -2.906 0.012
C -2.26751 0.60167 -0.35343 -1.676 -5.100 0.702 -0.162
C -2.57255 -0.13087 0.84806 -1.311 10.573 -2.620 -0.008
C -3.08916 0.82528 1.85222 0.716 -6.821 3.343 -0.062
C -3.36548 2.01203 1.61288 -0.202 11.227 -3.580 -0.043
C -2.98555 2.87878 0.16305 -3.204 -4.566 7.742 -0.207
C -2.69497 1.95079 -0.67351 0.719 -6.300 6.089 -0.018
H -2.48900 2.30345 -1.46650 2.597 3.554 -11.557 0.023
O -3.47460 4.04483 0.15864 -0.557 0.916 2.203 0.089
C -3.89143 4.19472 1.66329 0.065 7.212 -0.855 -0.165
O -3.84369 3.14689 2.49138 1.233 -3.464 -1.956 0.023
H -3.27212 5.18662 1.91874 -0.208 -2.672 0.178 0.172
H -4.84598 4.73564 1.59122 -0.477 -1.239 -0.154 0.133
H -3.25988 0.49593 2.91652 0.066 0.040 -1.177 0.159
H -2.32597 -0.96182 1.27383 1.593 -5.522 1.217 0.040
H -2.20178 -1.37904 -1.23065 -1.183 -3.909 0.588 0.053
H -2.11422 0.00088 -2.59861 0.628 -1.874 3.253 0.208
H -0.03400 1.75601 -1.19991 0.630 -3.332 -2.443 0.224
H 0.19470 0.65068 -2.72446 -1.155 1.035 -11.003 0.019
H 1.97435 1.10576 -0.22597 -0.350 1.194 1.219 0.089
H 4.29309 -2.47242 -1.03773 -1.366 0.829 3.978 0.212
H 5.06162 -3.50935 1.16738 1.141 0.385 0.616 0.117
H 4.17311 -3.30504 3.24054 -1.654 2.608 -0.775 0.171
H 2.29174 -1.66370 3.53641 -1.047 0.844 -1.172 0.132
```
Forces are in eV/Å.

Values from the calculation:
Net charge: +1
HOMO energy in eV: -11.15
Energy above the lowest of the compared OMol25 structures with the same formula, charge and spin in kJ/mol: 1455.6
Molecular weight in g/mol: 331.823
Electronic energy in Ha: -1417.28661
HOMO-LUMO gap in eV: 8.6


[2]
The following is a quantum chemistry calculation of a 3-piece molecular cluster, C18H20N2O10S overall, from OMol25.

```
51
Properties=species:S:1:pos:R:3:forces:R:3:lowdin_charge:R:1
O 7.29285 1.08566 -1.48745 -0.329 -0.064 -0.210 0.128
C 6.94804 1.59836 -0.46334 0.251 -0.101 0.111 -0.529
O 6.65374 0.86556 0.65840 -0.517 0.594 0.164 0.078
C 6.86070 3.09222 -0.25496 0.056 0.001 0.098 -0.094
C 5.99871 3.80704 -1.30957 0.094 0.189 -0.050 -0.171
C 4.52859 3.96796 -0.92427 0.026 -0.042 -0.024 -0.122
C 3.80549 2.66055 -0.60559 -0.163 0.019 -0.338 -0.277
C 2.65501 2.28441 -1.53982 0.114 -0.477 0.174 -0.126
O 1.51619 2.98566 -1.01575 0.015 0.234 -0.197 -0.180
S 1.60148 3.04387 0.56797 -0.050 0.148 0.022 0.585
O 0.88430 1.96499 1.14788 -0.005 -0.051 0.021 -0.220
O 1.33926 4.37716 0.97574 -0.056 0.016 0.019 -0.217
O 3.15809 2.74213 0.68334 0.123 -0.230 0.080 -0.157
H 6.01109 0.17661 0.45180 0.439 -0.409 -0.165 0.119
H 7.88104 3.47302 -0.33432 0.010 -0.062 0.035 0.129
H 6.50022 3.29904 0.75263 0.028 0.033 -0.015 0.126
H 6.40757 4.81118 -1.43352 -0.038 0.002 -0.062 0.114
H 6.11004 3.32105 -2.28137 0.012 -0.121 0.068 0.120
H 3.99808 4.48010 -1.73048 0.012 0.059 0.043 0.127
H 4.46101 4.61251 -0.04636 -0.022 -0.046 0.024 0.131
H 4.47957 1.80582 -0.57594 0.073 0.111 0.235 0.140
H 2.44444 1.21749 -1.47403 0.062 0.025 -0.115 0.103
H 2.81770 2.56049 -2.57748 -0.117 0.219 0.045 0.145
O 0.79809 -0.19823 -1.25505 -0.055 -0.169 -0.026 0.055
N -0.06925 0.17376 -2.02383 0.043 0.090 0.034 -0.332
O 0.15128 0.60170 -3.14069 -0.005 -0.008 0.015 0.078
C -1.46165 0.11834 -1.56087 -0.007 0.012 0.010 -0.145
C -1.71141 -0.29013 -0.26265 -0.019 -0.016 0.069 0.006
C -3.02592 -0.32471 0.17119 -0.017 0.006 -0.017 -0.063
C -4.05695 0.04115 -0.68416 0.020 0.063 0.002 -0.074
C -3.77809 0.44776 -1.98223 0.014 -0.007 0.032 -0.057
C -2.46860 0.49153 -2.43253 -0.059 0.000 -0.050 0.000
H -0.89405 -0.56053 0.38855 0.034 0.036 -0.027 0.120
H -3.24780 -0.63489 1.18388 -0.004 0.011 0.002 0.108
H -5.07875 0.00673 -0.33276 -0.001 -0.031 -0.007 0.098
H -4.58228 0.73200 -2.64702 0.001 0.000 0.000 0.109
H -2.22891 0.80614 -3.43710 0.047 0.000 0.013 0.118
O -6.03803 -1.83360 1.41596 0.008 -0.016 -0.008 0.068
N -5.53687 -2.80947 0.88886 0.056 0.055 -0.002 -0.341
O -5.19789 -2.86188 -0.27506 -0.061 -0.065 -0.001 0.080
C -5.31543 -4.00265 1.72495 -0.012 -0.012 0.001 -0.146
C -5.71762 -3.97199 3.04752 -0.019 0.000 0.072 -0.002
C -5.51362 -5.10129 3.82410 0.015 -0.022 -0.019 -0.064
C -4.91679 -6.22784 3.27352 -0.004 0.014 -0.010 -0.070
C -4.51749 -6.23158 1.94346 -0.011 0.007 0.029 -0.063
C -4.71659 -5.11047 1.15392 0.034 -0.061 -0.028 -0.001
H -6.17852 -3.08470 3.45458 -0.002 0.018 -0.045 0.119
H -5.82240 -5.10043 4.86044 0.001 0.001 0.000 0.109
H -4.76227 -7.10758 3.88414 0.005 0.002 0.001 0.108
H -4.05059 -7.10919 1.51783 0.000 0.001 0.000 0.109
H -4.41481 -5.09085 0.11756 -0.021 0.043 -0.004 0.120
```
Forces are in eV/Å.

Values from the calculation:
HOMO energy in eV: -9.88
Molecular weight in g/mol: 456.429
Electronic energy in Ha: -1957.82088
Structure (SMILES): O=C(O)CCC[C@@H]1COS(=O)(=O)O1.O=[N+]([O-])c1ccccc1.O=[N+]([O-])c1ccccc1
HOMO-LUMO gap in eV: 9.2


[3]
The following is a quantum chemistry calculation of one molecule with the formula C18H20N2OS in a non-equilibrium geometry, from OMol25.

```
42
Properties=species:S:1:pos:R:3:forces:R:3:lowdin_charge:R:1
C -5.36194 -2.00290 -0.33318 -0.210 1.871 -0.364 -0.073
O -4.40207 -0.97823 0.14623 1.297 -2.158 0.203 -0.129
C -3.30013 -1.52323 0.93541 -2.261 0.235 -0.356 -0.229
C -3.46256 -2.59085 1.80866 2.701 0.147 0.401 -0.012
C -2.31293 -3.02087 2.57784 -3.604 0.674 -0.902 -0.069
C -1.11246 -2.42003 2.41566 1.022 -0.263 -0.202 -0.065
C -0.91500 -1.45367 1.41080 -1.147 1.675 1.172 -0.128
C 0.41487 -0.82333 1.16213 -1.104 -0.776 -1.415 -0.184
C 1.43840 -0.82993 2.06829 -1.101 -0.923 3.292 -0.067
C 2.67397 -0.45828 1.68104 3.337 0.217 -1.113 -0.101
C 3.09748 -0.05127 0.40147 -3.253 0.435 -0.085 -0.035
C 1.96449 0.18990 -0.45157 1.209 -0.991 0.687 -0.187
C 2.03987 0.99125 -1.71929 0.750 0.212 0.052 -0.553
C 1.91228 0.08689 -2.94526 0.106 1.316 -0.906 -0.025
C 3.40773 1.71520 -1.75371 0.110 0.183 0.066 -0.396
S 3.70268 2.82610 -0.29554 -1.258 0.268 -0.793 0.869
C 1.92049 3.26496 0.10300 0.048 -0.818 -0.932 -0.336
C 0.91832 2.96952 -0.98207 -1.690 -2.076 -1.715 -0.427
N -0.25806 3.68694 -1.18732 -0.739 1.084 0.109 0.086
N 0.90380 1.92859 -1.74639 1.528 0.177 0.065 0.103
C 0.70762 -0.32141 -0.10076 -0.739 0.640 -1.579 0.020
C -2.07985 -0.87446 0.84523 1.002 -2.493 0.065 0.046
H -6.16465 -1.99044 0.41292 -0.055 -0.417 -0.455 0.085
H -4.96241 -2.98063 -0.51365 0.695 -0.559 0.598 0.070
H -5.74948 -1.74856 -1.37064 0.408 0.464 1.437 0.100
H -4.33874 -3.14955 1.94793 -1.281 -0.335 -0.045 0.086
H -2.59381 -3.75051 3.33381 0.777 -0.058 -0.041 0.105
H -0.33831 -2.78098 3.07302 0.573 0.146 -0.248 0.103
H 1.22390 -1.15625 3.17048 0.588 0.655 -2.213 0.150
H 3.53610 -0.48827 2.29883 0.218 -0.306 1.391 0.094
H 4.14869 0.21426 0.20466 -0.948 -0.260 0.065 0.093
H 1.79411 0.65688 -3.89767 -0.436 -0.014 0.855 0.098
H 2.82077 -0.43529 -3.15478 0.575 -0.923 0.414 0.073
H 1.07028 -0.55722 -2.77788 -0.272 -0.493 -0.314 0.069
H 4.29652 1.05752 -1.87421 -0.696 0.076 0.568 0.092
H 3.41294 2.27428 -2.66636 -0.025 0.795 -0.446 0.068
H 1.81154 4.29219 0.27366 0.476 1.673 0.534 0.046
H 1.61052 2.74923 1.00605 0.013 -0.325 0.066 0.087
H -0.48233 4.56861 -0.70517 0.294 -0.974 -0.537 0.095
H -0.92192 3.32623 -1.94816 1.776 0.777 1.849 0.138
H -0.06971 -0.25316 -0.95262 1.086 -0.148 1.819 0.146
H -2.00098 -0.15924 0.09913 0.231 1.589 -1.045 0.095
```
Forces are in eV/Å.

Values from the calculation:
HOMO energy in eV: -8.11
Energy above the lowest of the compared OMol25 structures with the same formula, charge and spin in kJ/mol: 319.6
Molecular weight in g/mol: 312.438
Electronic energy in Ha: -1280.76140
Structure (SMILES): COc1cccc(-c2cccc([C@]3(C)CSCC(N)=N3)c2)c1
HOMO-LUMO gap in eV: 8.8


[4]
The following is a quantum chemistry calculation of a 2-piece molecular cluster, C18H20N3O overall in a non-equilibrium geometry, from OMol25.

```
42
Properties=species:S:1:pos:R:3:forces:R:3:lowdin_charge:R:1
N 2.08400 0.23974 -0.71523 0.187 -0.253 0.692 0.031
N 2.24406 -0.58234 0.43434 -0.077 0.515 -0.016 -0.067
C 2.15703 -1.92349 0.32319 -0.058 -0.406 -1.378 -0.347
O 1.97832 -2.45298 -0.77087 0.093 0.140 1.427 0.003
H 2.93755 0.11016 -1.25584 -0.243 -0.044 -0.238 0.090
H 1.32488 -0.19819 -1.23959 0.269 0.054 -0.074 0.091
H 2.44407 -0.14647 1.31842 -0.139 0.188 -0.127 0.128
H 2.26315 -2.42775 1.30089 -0.045 -0.166 -0.323 0.136
C 3.42018 5.36560 -4.94823 0.459 -0.267 -0.574 0.020
N 2.73147 5.32981 -3.67373 0.123 -2.253 1.061 -0.053
C 2.55395 4.23083 -2.89757 0.121 1.407 -1.197 0.082
C 1.74153 4.55762 -1.78048 -0.582 0.115 1.039 -0.106
C 1.35129 3.65401 -0.78793 0.402 0.634 -1.185 0.104
C 0.65483 4.04617 0.40801 -0.614 0.124 1.151 -0.215
C 1.05845 5.16828 1.17264 0.041 0.152 -0.390 -0.036
C 0.30005 5.62075 2.24373 0.166 -0.074 -0.201 -0.025
C -0.89882 4.98485 2.59125 0.063 -0.053 -0.069 -0.247
C -1.75422 5.52918 3.70257 -0.151 -0.038 0.154 -0.038
C -1.27056 3.82605 1.89457 0.049 -0.017 0.050 -0.021
C -0.48817 3.33073 0.86049 0.387 0.007 -0.515 0.002
C 1.39712 5.99837 -1.95156 0.240 0.413 -0.633 -0.079
C 0.53945 6.93263 -1.36575 0.102 0.425 0.054 0.003
C 0.52519 8.26254 -1.85079 -0.084 -0.698 0.035 -0.047
C 1.21196 8.63368 -3.00847 0.629 -0.621 -0.282 -0.047
C 1.99483 7.68184 -3.68458 -0.363 0.367 0.417 0.010
C 2.07901 6.42314 -3.11931 -0.689 0.120 0.429 -0.170
H 3.35223 6.37424 -5.35877 0.089 -0.365 0.050 0.082
H 4.47850 5.09958 -4.83210 -0.288 0.114 0.048 0.113
H 2.95766 4.66386 -5.65599 0.074 0.238 0.258 0.115
H 2.99144 3.27816 -3.17830 -0.073 0.172 0.102 0.158
H 1.55750 2.59219 -0.96212 -0.109 0.143 0.133 0.101
H 1.98091 5.69273 0.89376 -0.418 -0.196 0.137 0.133
H 0.62349 6.50103 2.80579 -0.053 -0.322 -0.175 0.129
H -2.61668 4.87785 3.87857 0.161 0.167 0.006 0.082
H -1.18868 5.61104 4.64076 -0.082 -0.055 -0.250 0.094
H -2.13098 6.53574 3.47155 0.136 -0.256 -0.040 0.095
H -2.19065 3.31088 2.18374 0.353 0.112 -0.143 0.123
H -0.77894 2.41925 0.32638 0.029 0.351 0.240 0.125
H -0.11999 6.63660 -0.55076 0.324 0.274 -0.083 0.112
H -0.04227 9.02144 -1.32018 -0.116 -0.247 -0.116 0.112
H 1.15304 9.64195 -3.41353 -0.053 -0.196 0.245 0.116
H 2.52258 7.88973 -4.61192 -0.260 0.293 0.280 0.108
```
Forces are in eV/Å.

Values from the calculation:
Net charge: +1
HOMO energy in eV: -11.77
Energy above the lowest of the compared OMol25 structures with the same formula, charge and spin in kJ/mol: 238.4
Molecular weight in g/mol: 294.378
Electronic energy in Ha: -937.15411
HOMO-LUMO gap in eV: 6.9